84
Properties=species:S:1:pos:R:3:forces:R:3 method="wB97M-V/def2-TZVPD" homo_energy_ev=-7.7 smiles="C=CCc1cccc([C@@H]2[C@@H](C)CC[C@H]3C(=O)N4[C@@H](c5cc(OC)c(OC)c(OC)c5)c5[nH]c6ccccc6c5C[C@H]4C(=O)N23)c1" gap_ev=8.26 spin_multiplicity=1 de_lowest_ev=0.000 e_tot_ha=-1973.8122 largest_force_ha_per_bohr=0.013
C 5.260 2.472 -0.902 0.00 0.16 0.18
C 5.549 1.316 -1.468 0.13 -0.04 -0.18
C 5.572 1.076 -2.948 -0.02 0.00 0.09
C 4.474 0.107 -3.310 -0.01 -0.01 -0.12
C 4.747 -1.156 -3.814 0.02 0.03 0.00
C 3.713 -2.034 -4.090 0.00 -0.10 -0.06
C 2.401 -1.666 -3.854 0.00 0.09 -0.02
C 2.112 -0.405 -3.353 0.01 -0.18 -0.05
C 0.686 0.021 -3.087 0.16 -0.17 -0.20
C 0.167 0.922 -4.220 -0.40 0.05 0.04
C -0.493 0.072 -5.301 0.25 0.15 0.12
C -0.780 1.979 -3.663 0.37 0.08 -0.05
C -0.002 2.844 -2.684 -0.17 -0.06 0.06
C 0.413 2.025 -1.465 -0.06 0.65 0.19
C -0.658 2.158 -0.361 0.26 0.23 -0.29
O -1.571 2.958 -0.414 -0.26 0.13 -0.03
N -0.450 1.320 0.667 -0.27 -0.09 0.31
C -1.423 1.263 1.752 -0.23 0.20 0.10
C -2.436 0.144 1.554 -0.20 -0.12 -0.17
C -3.345 -0.121 2.569 -0.09 0.00 0.03
C -4.248 -1.162 2.437 -0.07 -0.15 -0.06
O -5.169 -1.509 3.379 0.15 -0.09 -0.42
C -5.213 -0.771 4.574 0.02 0.13 0.20
C -4.258 -1.965 1.279 -0.10 -0.15 0.04
O -5.209 -2.944 1.282 0.13 0.51 0.00
C -5.046 -4.092 0.480 -0.07 -0.42 -0.24
C -3.351 -1.677 0.252 -0.14 -0.14 0.08
O -3.388 -2.446 -0.882 -0.33 0.12 0.46
C -2.392 -2.255 -1.859 0.20 -0.01 -0.16
C -2.451 -0.625 0.408 0.07 0.13 -0.01
C -0.663 1.026 3.009 0.55 -0.34 -0.14
N -0.847 1.592 4.241 -0.34 0.22 -0.07
C 0.084 1.067 5.098 0.42 -0.36 0.17
C 0.304 1.321 6.444 -0.02 0.05 0.08
C 1.330 0.639 7.064 -0.08 0.10 0.08
C 2.120 -0.277 6.366 0.18 -0.14 0.02
C 1.908 -0.537 5.031 -0.04 0.05 0.02
C 0.879 0.138 4.375 -0.25 0.26 0.23
C 0.370 0.135 3.046 -0.38 0.40 -0.22
C 0.754 -0.566 1.790 -0.14 0.08 -0.06
C 0.717 0.450 0.641 0.53 -0.39 -0.10
C 0.753 -0.244 -0.722 -0.01 0.05 0.51
O 0.875 -1.447 -0.858 0.14 -0.20 0.01
N 0.600 0.614 -1.750 -0.13 -0.09 -0.38
C 3.153 0.472 -3.092 -0.02 -0.18 -0.11
H 5.238 2.595 0.168 0.00 -0.04 0.21
H 5.046 3.353 -1.486 -0.03 0.14 -0.19
H 5.757 0.444 -0.861 0.02 -0.08 0.15
H 6.539 0.661 -3.239 -0.01 0.04 -0.07
H 5.425 2.020 -3.477 0.08 0.00 -0.01
H 5.771 -1.457 -3.986 0.11 -0.01 -0.01
H 3.934 -3.017 -4.479 0.02 -0.09 -0.02
H 1.600 -2.364 -4.044 -0.11 -0.10 0.02
H 0.066 -0.884 -3.043 0.08 0.14 -0.06
H 1.022 1.441 -4.669 -0.05 0.01 0.08
H -1.372 -0.435 -4.909 -0.12 -0.08 0.05
H -0.801 0.698 -6.135 -0.04 0.02 -0.11
H 0.204 -0.676 -5.672 0.03 -0.14 -0.10
H -1.626 1.512 -3.155 -0.14 -0.05 -0.01
H -1.169 2.593 -4.477 -0.07 -0.02 -0.01
H -0.622 3.669 -2.326 0.16 -0.04 0.01
H 0.875 3.259 -3.185 0.04 -0.01 0.00
H 1.344 2.440 -1.039 -0.12 -0.02 -0.07
H -1.945 2.229 1.753 0.12 -0.16 0.01
H -3.329 0.482 3.461 -0.03 0.02 0.17
H -4.268 -0.834 5.124 -0.03 0.01 -0.03
H -6.005 -1.226 5.168 0.06 0.07 0.00
H -5.460 0.280 4.391 0.03 -0.03 0.00
H -4.050 -4.527 0.597 -0.03 0.02 0.00
H -5.793 -4.799 0.841 0.07 0.01 -0.02
H -5.223 -3.880 -0.576 0.02 -0.07 0.14
H -2.565 -3.033 -2.602 0.04 0.08 0.00
H -2.487 -1.274 -2.338 0.03 -0.01 0.01
H -1.384 -2.368 -1.445 -0.05 0.04 -0.02
H -1.762 -0.403 -0.387 0.06 -0.01 -0.12
H -1.527 2.297 4.471 0.08 -0.05 -0.02
H -0.306 2.029 6.985 -0.04 0.06 0.08
H 1.528 0.815 8.111 0.00 0.02 0.08
H 2.913 -0.789 6.891 0.06 -0.05 0.03
H 2.520 -1.249 4.497 0.08 -0.09 -0.03
H 1.752 -0.998 1.846 -0.03 -0.01 -0.08
H 0.051 -1.375 1.571 0.13 -0.03 -0.05
H 1.618 1.084 0.715 -0.08 -0.14 0.01
H 2.943 1.456 -2.697 -0.04 0.16 0.10